w:
Computed, not measured: C3H5N3O in the gas phase, with wB97M-V/def2-TZVPD.

Multiplicity = 1
HOMO energy = -8.575 eV
Total charge = 0

Geometry (Å):
1 N -0.021 1.742 1.245
2 C -0.118 0.758 0.327
3 C -0.827 -2.031 0.260
4 N 0.167 -1.614 -0.488
5 C 0.694 -0.267 -0.448
6 O 1.774 -0.031 -0.962
7 N -0.706 0.784 -0.825
8 H -0.448 2.646 1.054
9 H 0.456 1.649 2.128
10 H -0.894 -3.120 0.067
11 H 0.772 -2.191 -1.078
12 H -0.851 1.676 -1.279

x:
Computed, not measured: 2 unconnected molecules or ions with the total composition C3H5N3O, with wB97M-V/def2-TZVPD.

Multiplicity = 1
HOMO energy (spin up / spin down) = -9.147 / -8.979 eV
Total charge = 0

Geometry (Å):
1 C 0.232 -0.599 1.110
2 C 0.485 -0.379 -1.081
3 C 0.435 1.135 -0.538
4 N -1.045 -0.277 0.622
5 N -0.207 -1.147 -0.119
6 N -0.048 0.771 0.806
7 O -0.412 -1.290 2.963
8 H -0.096 -0.345 -2.100
9 H 1.542 -0.680 -1.047
10 H 1.495 1.459 -0.524
11 H -0.311 1.794 -1.055
12 H -2.071 -0.441 0.962

Each structure's energy above the most stable one, in eV: w 0.000; x 7.242.

w:
Computed, not measured: C3H5N3O in the gas phase, with wB97M-V/def2-TZVPD.

SMILES string = [H]/N=c1/[nH]ccn1O
Multiplicity = 1
HOMO energy = -7.795 eV
Total charge = 0

Geometry (Å):
1 C -0.898 -1.204 -0.066
2 C -1.802 -0.234 0.073
3 C 0.297 0.758 0.003
4 H 1.536 -1.428 1.034
5 H -0.995 -2.295 -0.197
6 H -2.900 -0.306 -0.160
7 H -1.604 1.974 0.075
8 H 2.119 1.243 -0.056
9 N 0.416 -0.576 -0.218
10 N -1.087 0.989 0.126
11 N 1.177 1.662 -0.069
12 O 1.590 -1.204 0.046

x:
Computed, not measured: C3H5N3O in the gas phase, with wB97M-V/def2-TZVPD.

SMILES string = [H]/N=C1/NN=CCO1
Multiplicity = 1
HOMO energy = -9.005 eV
Total charge = 0

Geometry (Å):
1 C -1.275 -0.042 0.195
2 C 1.567 -0.402 -0.075
3 C 0.989 0.977 0.051
4 H -3.120 0.644 -0.245
5 H -0.872 -2.044 0.033
6 H 2.686 -0.452 -0.094
7 H 1.138 1.686 0.873
8 H 1.541 1.555 -0.658
9 N -2.499 -0.264 -0.186
10 N -0.423 -1.187 0.321
11 N 0.817 -1.373 -0.186
12 O -0.549 0.903 -0.030

Each structure's energy above the most stable one, in eV: w 0.000; x 1.109.

w:
Computed, not measured: 2 unconnected molecules or ions with the total composition C3H5N3O, with wB97M-V/def2-TZVPD.

Multiplicity = 1
HOMO energy = -8.852 eV
Total charge = 0

Geometry (Å):
1 N -1.965 -0.858 0.988
2 C -0.768 -1.466 1.030
3 N 0.287 -1.948 1.093
4 C 1.673 0.410 0.049
5 O 2.135 -0.484 -0.780
6 C 0.724 1.310 -0.632
7 N -0.546 1.295 -0.483
8 H -2.714 -1.452 0.655
9 H -1.874 0.030 0.485
10 H 2.752 -1.053 -0.288
11 H 1.254 2.116 -1.166
12 H -0.960 2.100 -0.950

x:
Computed, not measured: C3H5N3O in the gas phase, with wB97M-V/def2-TZVPD.

SMILES string = OCc1nc[nH]n1
Multiplicity = 1
HOMO energy = -9.993 eV
Total charge = 0

Geometry (Å):
1 O -2.605 0.935 -0.220
2 C -1.653 -0.048 0.058
3 C -0.133 0.144 -0.329
4 N 0.619 1.179 -0.645
5 N 2.144 0.506 -0.371
6 C 1.810 -0.724 -0.056
7 N 0.540 -1.017 -0.100
8 H -2.749 0.956 -1.172
9 H -1.945 -1.038 -0.332
10 H -1.666 -0.165 1.153
11 H 3.152 0.729 -0.164
12 H 2.503 -1.473 0.303

Each structure's energy above the most stable one, in eV: w 1.174; x 0.000.

w:
Computed, not measured: 2 unconnected molecules or ions with the total composition C3H5N3O, with wB97M-V/def2-TZVPD.

Multiplicity = 1
HOMO energy = -8.728 eV
Total charge = 0

Geometry (Å):
1 O -2.322 1.010 -0.490
2 C -1.670 -0.054 0.063
3 C -0.223 0.059 0.195
4 N 0.425 0.871 -0.608
5 N 1.669 0.354 -0.544
6 C 1.708 -0.677 0.321
7 N 0.517 -0.900 0.819
8 H -1.712 1.420 -1.129
9 H -1.189 -1.287 -1.054
10 H -2.190 -0.408 0.973
11 H 2.410 0.802 -1.048
12 H 2.607 -1.231 0.555

x:
Computed, not measured: C3H5N3O in the gas phase, with wB97M-V/def2-TZVPD.

SMILES string = C1=NNCC=NO1
Multiplicity = 1
HOMO energy = -9.044 eV
Total charge = 0

Geometry (Å):
1 C 0.301 -0.895 -0.582
2 C -0.058 1.111 1.396
3 C -0.992 -0.126 -1.095
4 H -0.180 -1.650 0.009
5 H 0.700 -1.370 -1.665
6 H 2.350 -0.282 0.149
7 H -0.196 1.570 2.299
8 H -1.247 -0.564 -1.985
9 N 1.399 -0.074 -0.030
10 N 1.111 0.714 1.170
11 N -1.759 0.679 -0.522
12 O -1.431 0.888 0.856

Each structure's energy above the most stable one, in eV: w 0.000; x 2.026.

w:
Computed, not measured: 2 unconnected molecules or ions with the total composition C3H5N3O, with wB97M-V/def2-TZVPD.

Multiplicity = 1
HOMO energy (spin up / spin down) = -8.417 / -8.429 eV
Total charge = 0

Geometry (Å):
1 N 2.082 1.365 -0.487
2 C 0.898 -0.721 -0.024
3 C 0.035 -1.772 0.037
4 N -1.245 -1.185 0.108
5 C -1.042 0.145 0.089
6 O -2.068 1.003 0.151
7 N 0.237 0.408 0.029
8 H 2.650 2.241 -0.527
9 H 2.155 1.107 0.498
10 H 0.146 -2.845 0.029
11 H -2.151 -1.630 0.090
12 H -1.698 1.884 0.006

x:
Computed, not measured: C3H5N3O in the gas phase, with wB97M-V/def2-TZVPD.

SMILES string = OCc1nc[nH]n1
Multiplicity = 1
HOMO energy = -9.937 eV
Total charge = 0

Geometry (Å):
1 O 1.812 1.330 1.097
2 C 0.414 1.186 1.153
3 C -0.094 0.136 0.209
4 N 0.709 -0.753 -0.344
5 N -0.141 -1.465 -1.110
6 C -1.391 -0.987 -0.987
7 N -1.402 0.034 -0.160
8 H 2.089 1.129 0.194
9 H -0.114 2.126 0.936
10 H 0.160 0.905 2.182
11 H 0.199 -2.244 -1.652
12 H -2.241 -1.397 -1.517

Each structure's energy above the most stable one, in eV: w 5.905; x 0.000.

w:
Computed, not measured: C3H5N3O in the gas phase, with wB97M-V/def2-TZVPD.

Multiplicity = 1
HOMO energy = -7.521 eV
Total charge = 0

Geometry (Å):
1 N -1.966 0.379 0.242
2 C -0.325 0.460 -1.513
3 C 1.008 0.168 -1.579
4 N 1.502 -0.275 -0.334
5 C 0.482 -0.263 0.520
6 O 0.672 -0.599 1.807
7 N -0.642 0.127 -0.169
8 H -2.623 -0.320 0.593
9 H -2.034 1.232 0.756
10 H 1.659 0.212 -2.441
11 H 2.449 -0.585 -0.127
12 H -0.182 -0.537 2.247

x:
Computed, not measured: C3H5N3O in the gas phase, with wB97M-V/def2-TZVPD.

SMILES string = Nc1nc(O)c[nH]1
Multiplicity = 1
HOMO energy = -7.777 eV
Total charge = 0

Geometry (Å):
1 N -2.016 -0.530 0.898
2 C -0.730 -0.169 0.494
3 N 0.378 -0.860 0.652
4 C 1.315 -0.146 -0.069
5 O 2.333 -0.698 -0.797
6 C 0.844 1.076 -0.415
7 N -0.530 1.021 -0.146
8 H -2.049 -1.482 1.239
9 H -2.683 -0.413 0.141
10 H 3.089 -1.121 -0.380
11 H 1.337 1.772 -1.064
12 H -1.224 1.538 -0.679

Each structure's energy above the most stable one, in eV: w 2.963; x 0.000.

w:
Computed, not measured: C5H7N3 in the gas phase, with wB97M-V/def2-TZVPD.

SMILES string = N#CCN1C=CCN1
Multiplicity = 1
HOMO energy = -8.539 eV
Total charge = 0

Geometry (Å):
1 C 2.689 0.443 -0.186
2 C -0.466 0.710 0.989
3 C 0.485 -0.120 1.370
4 C -0.680 0.341 -0.495
5 C 2.361 -0.959 0.242
6 N 2.888 1.572 -0.391
7 N 0.055 -0.957 -0.626
8 N 0.799 -1.177 0.544
9 H -0.760 1.624 1.427
10 H 0.774 -0.278 2.377
11 H -1.771 0.174 -0.782
12 H -0.173 0.946 -1.179
13 H 2.704 -1.748 -0.415
14 H 2.659 -0.996 1.279
15 H -0.598 -1.838 -0.746

x:
Computed, not measured: C5H7N3 in the gas phase, with wB97M-V/def2-TZVPD.

SMILES string = [H]/N=C1\N=CN2[C@H]1[C@@H]2C
Multiplicity = 1
HOMO energy = -9.501 eV
Total charge = 0

Geometry (Å):
1 C 1.418 -0.264 0.966
2 C 1.015 -0.726 -0.403
3 C -0.409 -0.643 -0.818
4 C -0.062 1.410 -0.530
5 C -1.559 0.007 -0.049
6 H 1.771 -1.070 1.518
7 H 0.731 0.346 1.554
8 H 2.404 0.286 0.927
9 H 1.757 -1.381 -0.990
10 H -0.912 -1.202 -1.609
11 H 0.305 2.453 -0.530
12 H -3.266 -0.159 0.748
13 N 0.498 0.406 -1.259
14 N -1.078 1.280 0.380
15 N -2.611 -0.743 0.094

Each structure's energy above the most stable one, in eV: w 0.069; x 0.000.

w:
Computed, not measured: C5H7N3 in the gas phase, with wB97M-V/def2-TZVPD.

SMILES string = C1=NCC(N2CC2)=N1
Multiplicity = 1
HOMO energy = -8.798 eV
Total charge = 0

Geometry (Å):
1 C 2.289 0.759 0.235
2 C 2.382 -0.797 0.110
3 C -0.106 -0.072 -0.146
4 C -2.171 -0.735 0.067
5 C -1.032 1.121 -0.115
6 H 2.908 1.505 -0.332
7 H 2.024 1.180 1.201
8 H 2.137 -1.525 0.940
9 H 2.953 -1.010 -0.772
10 H -2.773 -1.616 0.146
11 H -1.272 1.809 -1.028
12 H -0.697 1.786 0.705
13 N 1.243 0.007 -0.401
14 N -0.813 -1.138 -0.036
15 N -2.353 0.590 0.185

x:
Computed, not measured: a molecular structure, C5H7N3, with wB97M-V/def2-TZVPD.

Multiplicity = 1
HOMO energy = -9.264 eV
Total charge = 0

Geometry (Å):
1 C 2.824 -0.008 0.063
2 C -0.560 -0.749 0.008
3 C -2.010 -0.774 -0.064
4 C -2.059 0.767 0.061
5 C -0.570 0.622 0.007
6 H 3.175 0.909 -0.398
7 H 3.329 -0.884 -0.162
8 H 3.059 0.265 1.109
9 H -2.501 -1.093 -1.046
10 H -2.678 -1.422 0.722
11 H -2.361 1.354 0.969
12 H -2.406 1.234 -0.841
13 N 1.424 -0.121 -0.229
14 N 0.650 -1.182 -0.022
15 N 0.684 1.082 -0.176

y:
Computed, not measured: C5H7N3 in the gas phase, with wB97M-V/def2-TZVPD.

SMILES string = C=C=NCCN=C=N
Multiplicity = 1
HOMO energy = -8.285 eV
Total charge = 0

Geometry (Å):
1 C -1.891 -0.329 -0.169
2 C 1.463 -0.928 0.071
3 C 0.620 1.310 -0.571
4 C -0.465 1.605 0.455
5 C 1.740 -2.043 0.685
6 N -2.642 -0.970 -0.880
7 N 1.290 0.119 -0.483
8 N -1.439 0.539 0.574
9 H 0.160 1.290 -1.525
10 H 1.362 2.312 -0.642
11 H -0.116 1.681 1.430
12 H -1.016 2.475 0.246
13 H 1.311 -2.921 0.215
14 H -2.774 -1.992 -0.869
15 H 2.396 -2.148 1.465

Each structure's energy above the most stable one, in eV: w 0.000; x 1.032; y 0.551.